Entry 1:
52
Properties=species:S:1:pos:R:3 method="wB97M-V/def2-TZVPD" relative_energy_kcal_mol=94.2 energy_ha=-1168.777076 homo_energy_ha=-0.29410 multiplicity=1 mol_weight_g_mol=307.3
C -1.88 -2.25 2.05
C -2.37 -1.48 1.05
C -1.52 -0.75 0.18
C -0.44 -0.02 0.55
C 0.40 0.67 -0.46
N 1.79 1.04 -0.20
C 2.04 2.14 0.63
C 2.65 2.27 1.80
H -0.79 -2.16 2.08
H -2.38 -2.76 2.81
H -3.46 -1.31 0.97
H -1.81 -0.73 -0.88
H -0.06 -0.21 1.56
H -0.21 1.51 -0.78
H 0.31 0.11 -1.44
H 2.27 0.19 0.05
H 1.74 3.12 0.16
H 3.03 1.50 2.44
H 2.78 3.29 2.08
O -2.58 1.41 3.23
H -3.50 1.15 3.07
H -2.37 1.72 2.34
O -1.27 -1.15 4.16
H -0.35 -1.04 4.37
H -1.72 -0.39 3.73
O 2.85 -1.84 3.00
H 2.94 -1.72 2.05
H 2.61 -0.95 3.29
O -0.98 2.54 -2.87
H -1.77 2.03 -3.03
H -0.27 2.63 -3.52
O -1.55 3.12 0.10
H -1.09 3.17 -0.76
H -1.33 4.05 0.31
O -0.12 -3.26 -2.27
H 0.75 -3.39 -1.91
H -0.15 -3.68 -3.14
O 2.63 -1.91 -2.65
H 2.74 -1.86 -1.70
H 2.76 -1.02 -3.00
O -3.36 1.20 -1.99
H -3.84 0.39 -1.83
H -2.97 1.53 -1.16
O 1.28 -2.80 0.79
H 1.72 -3.41 0.17
H 1.62 -3.03 1.66
O 1.92 1.85 -2.76
H 2.85 2.05 -2.86
H 1.86 1.37 -1.88
O -0.75 -0.68 -3.07
H -0.29 -0.81 -3.92
H -0.37 -1.45 -2.62

***

Entry 2:
15
Properties=species:S:1:pos:R:3 method="wB97M-V/def2-TZVPD" relative_energy_kcal_mol=61.5 energy_ha=-287.734383 homo_energy_ha=-0.34578 multiplicity=1 mol_weight_g_mol=87.1
O -1.86 0.23 -0.79
C -1.57 0.26 0.59
C -0.30 -0.55 0.92
N 0.44 -0.67 -0.34
C 0.83 0.62 -0.94
C 1.83 -0.31 -0.39
H -1.24 -0.43 -1.16
H -2.43 -0.14 1.14
H -1.45 1.31 0.90
H 0.28 -0.06 1.71
H -0.56 -1.55 1.28
H 0.67 0.70 -2.01
H 0.60 1.53 -0.39
H 2.31 -0.05 0.55
H 2.44 -0.89 -1.08